No. 1
{"formula": "C5H7NOS2", "method": "the ωB97M-V functional and the def2-TZVPD basis", "orbital_gap_ev": 5.4, "multiplicity": 1, "energy_ha": -1120.9887, "e_lumo_ev": -1.4, "homo_energy_ev": -6.9, "symbols": ["C", "C", "C", "C", "C", "N", "O", "S", "S", "H", "H", "H", "H", "H", "H", "H"], "xyz": [[-0.36158, 1.62000, -0.55324], [-1.81749, 1.44148, -0.62354], [-0.17153, -2.01998, 0.40932], [-0.64559, -0.62288, 0.15404], [1.59902, 0.51231, 0.34763], [0.15728, 0.44222, -0.01726], [0.26106, 2.57297, -0.88492], [-2.22849, -0.29624, -0.36091], [0.79352, -2.81738, 2.02799], [-2.21528, 1.93940, 0.38506], [-2.36287, 1.80490, -1.43011], [-0.91282, -2.71230, 0.39673], [0.56117, -2.30680, -0.35161], [2.02025, 1.51997, 0.43365], [1.69206, 0.07451, 1.29271], [2.07941, 0.09897, -0.50497]]}


No. 2
{"formula": "C30H21F12N4O8RuS2", "method": "the ωB97M-V functional and the def2-TZVPD basis", "orbital_gap_ev": [3.8, 4.8], "multiplicity": 6, "energy_ha": -4066.5555, "e_lumo_ev": [3.5, 1.9], "homo_energy_ev": [-0.4, -2.9], "total_charge": -2, "symbols": ["Ru", "C", "C", "C", "C", "C", "N", "C", "C", "C", "C", "C", "C", "C", "C", "O", "C", "F", "F", "F", "C", "F", "F", "F", "C", "C", "C", "O", "C", "F", "F", "F", "C", "F", "F", "F", "H", "H", "H", "H", "H", "H", "H", "H", "H", "H", "H", "H", "O", "S", "O", "O", "C", "N", "C", "C", "C", "N", "C", "C", "C", "N", "C", "C", "H", "H", "H", "H", "H", "H", "C", "S", "O", "O", "O", "H", "H", "H"], "xyz": [[-1.38377, 1.47873, -0.05351], [1.60629, -3.73221, -3.02386], [0.66705, -2.91440, -2.18068], [0.63532, -3.04839, -0.79816], [-0.18164, -2.24163, -0.03872], [-0.99905, -1.27330, -0.62059], [-1.75783, -0.42430, 0.23304], [-2.37611, -1.00306, 1.35161], [-2.78114, -2.34231, 1.25660], [-3.30107, -3.02608, 2.33336], [-3.43694, -2.40086, 3.56627], [-4.00677, -3.11991, 4.76107], [-3.11351, -1.05447, 3.64170], [-2.62281, -0.32695, 2.56221], [-2.52412, 1.19965, 2.65179], [-1.54974, 1.77564, 1.86896], [-3.95058, 1.73013, 2.26811], [-4.22941, 1.37726, 1.00664], [-4.91648, 1.19524, 3.03250], [-4.03332, 3.05015, 2.37838], [-2.18049, 1.70188, 4.09562], [-1.19318, 0.95951, 4.61670], [-1.77155, 2.96155, 4.06870], [-3.21568, 1.64717, 4.95325], [-0.96721, -1.10863, -2.01166], [-0.14409, -1.94783, -2.75781], [-1.74223, 0.05690, -2.64771], [-1.47739, 1.25485, -2.00660], [-1.29353, 0.35664, -4.11922], [-1.55345, -0.62109, -5.00046], [0.01577, 0.60152, -4.15586], [-1.91542, 1.44929, -4.57419], [-3.28310, -0.23762, -2.68400], [-3.76437, -0.62545, -1.49687], [-3.97722, 0.83984, -3.05081], [-3.56822, -1.22545, -3.54449], [1.74232, -4.73132, -2.60738], [2.58851, -3.25346, -3.06312], [1.24215, -3.82666, -4.04782], [1.27530, -3.77199, -0.30578], [-0.16495, -2.32484, 1.04089], [-2.68154, -2.84024, 0.30098], [-3.59856, -4.06238, 2.21213], [-3.98179, -4.20034, 4.61793], [-5.04657, -2.82700, 4.92701], [-3.45039, -2.88017, 5.66807], [-3.28642, -0.55261, 4.58269], [-0.09479, -1.84164, -3.82905], [9.14288, 1.21006, -2.24418], [7.94405, 0.41201, -2.47197], [7.03437, 0.98180, -3.45545], [8.20658, -1.01510, -2.66059], [7.04705, 0.43886, -0.87587], [7.81143, 0.24397, 0.21874], [7.13134, 0.17736, 1.36013], [5.76802, 0.29986, 1.45008], [5.04779, 0.52196, 0.25978], [5.72712, 0.58220, -0.91215], [3.62864, 0.66661, 0.21477], [2.78300, 0.54628, 1.36696], [1.43260, 0.64303, 1.25313], [0.79327, 0.84921, 0.06271], [1.59258, 1.02298, -1.05071], [2.94588, 0.92588, -1.01739], [7.73022, 0.01107, 2.25384], [5.27311, 0.22807, 2.41045], [3.20027, 0.36121, 2.34810], [0.79311, 0.52899, 2.12297], [1.07464, 1.20681, -1.98244], [3.52834, 1.04122, -1.92240], [-1.71374, 4.40227, -2.42332], [-1.76086, 4.22656, -0.66411], [-1.86150, 5.54163, -0.10246], [-0.52120, 3.46815, -0.29120], [-2.89337, 3.32379, -0.36792], [-1.10881, 5.27594, -2.65456], [-2.74257, 4.53252, -2.75485], [-1.29054, 3.49541, -2.84793]]}


No. 3
{"formula": "C11H13N2O", "method": "the ωB97M-V functional and the def2-TZVPD basis", "orbital_gap_ev": [8.1, 8.4], "multiplicity": 1, "energy_ha": -611.2992, "e_lumo_ev": [-4.5, -4.2], "homo_energy_ev": [-12.6, -12.5], "total_charge": 1, "symbols": ["C", "C", "C", "C", "C", "C", "C", "C", "C", "C", "C", "N", "N", "O", "H", "H", "H", "H", "H", "H", "H", "H", "H", "H", "H", "H", "H"], "xyz": [[3.88016, -0.39359, -0.16535], [3.71683, 0.98612, -0.24874], [2.82836, -1.17626, 0.03088], [2.47029, 1.52330, -0.36106], [1.52408, -0.58352, 0.09394], [1.40460, 0.72287, -0.11050], [0.29124, -1.44122, 0.18472], [-2.17800, -1.46859, 0.04481], [-2.87567, -0.68230, -0.98324], [-1.17080, 0.63556, 0.25548], [-1.31051, 1.43123, 1.48629], [-0.96529, -0.74812, 0.26513], [-2.25570, 0.70534, -0.78698], [0.37621, -2.64504, 0.15489], [4.84961, -0.85008, 0.12617], [4.61553, 1.63637, -0.37449], [2.76830, -2.27877, 0.00214], [2.34555, 2.60052, -0.50283], [-2.68398, -1.56232, 1.09126], [-2.12643, -2.51871, -0.28794], [-2.75355, -0.85232, -2.07915], [-3.96772, -0.65883, -0.81193], [-2.00669, 0.87783, 2.11401], [-1.91235, 2.42493, 1.24236], [-0.35474, 1.88726, 1.84444], [-1.61494, 0.99594, -1.64720], [-2.89439, 1.43241, -0.57711]]}


No. 4
{"formula": "C14H13F3NO5S2", "method": "the ωB97M-V functional and the def2-TZVPD basis", "orbital_gap_ev": 5.9, "multiplicity": 1, "energy_ha": -2068.1677, "e_lumo_ev": 2.5, "homo_energy_ev": -3.4, "total_charge": -1, "symbols": ["C", "C", "C", "C", "O", "C", "C", "O", "H", "H", "H", "H", "H", "H", "H", "H", "H", "F", "C", "F", "F", "S", "N", "C", "O", "C", "C", "C", "C", "C", "C", "S", "O", "O", "H", "H", "H", "H"], "xyz": [[3.17849, -0.99143, 1.43991], [2.16623, -1.53353, 0.47285], [1.71305, -2.92375, 0.92489], [0.54655, -3.63443, 0.28241], [2.31261, -3.51559, 1.80906], [2.45092, -1.58623, -1.03251], [3.84405, -1.25595, -1.51508], [1.58013, -1.88556, -1.83848], [3.48559, 0.04454, 1.22887], [2.71317, -0.99646, 2.43443], [4.06637, -1.64240, 1.48560], [0.28213, -3.22101, -0.68507], [0.80460, -4.70309, 0.17751], [-0.34452, -3.57903, 0.92551], [4.49196, -0.77810, -0.77339], [4.29446, -2.21430, -1.82206], [3.79454, -0.61590, -2.40656], [0.53001, 2.66100, -0.82175], [0.07338, 1.38504, -0.96950], [-1.27469, 1.40434, -0.93145], [0.47549, 0.92655, -2.18798], [0.76660, 0.16260, 0.26688], [-0.74786, 0.46930, 1.56203], [-1.47275, 1.52363, 2.14937], [-1.36351, 2.71898, 1.88270], [-2.38419, 0.92875, 3.16713], [-2.18957, -0.41926, 3.33734], [-2.95210, -1.16929, 4.24384], [-3.91191, -0.49270, 5.02016], [-4.10937, 0.88758, 4.85986], [-3.34591, 1.61170, 3.94500], [-1.01542, -1.04960, 2.18251], [-1.70688, -1.87730, 1.23848], [0.19727, -1.51529, 2.80895], [-2.77551, -2.23772, 4.32855], [-4.52326, -1.05484, 5.74375], [-4.87841, 1.38531, 5.46902], [-3.45852, 2.68720, 3.80949]]}


No. 5
{"formula": "C33H47BrN6O3Si2", "method": "the ωB97M-V functional and the def2-TZVPD basis", "orbital_gap_ev": 7.7, "multiplicity": 1, "energy_ha": -4992.5651, "e_lumo_ev": 0.0, "homo_energy_ev": -7.7, "symbols": ["C", "C", "O", "N", "C", "Si", "Br", "C", "C", "C", "O", "C", "C", "C", "C", "C", "C", "C", "O", "Si", "H", "H", "H", "H", "H", "H", "H", "H", "H", "H", "H", "H", "H", "H", "H", "H", "H", "H", "H", "H", "H", "H", "N", "C", "C", "C", "C", "H", "H", "H", "H", "H", "N", "C", "C", "C", "C", "H", "H", "H", "H", "H", "N", "C", "C", "C", "C", "H", "H", "H", "H", "H", "N", "C", "C", "C", "C", "H", "H", "H", "H", "H", "N", "C", "C", "C", "C", "H", "H", "H", "H", "H"], "xyz": [[-0.58545, -0.32132, 0.47681], [-0.80196, 1.29019, 0.24530], [0.30733, 2.00217, -0.07559], [-2.16605, 2.00740, 0.32173], [-2.83116, 1.72766, 1.65126], [-3.19762, 1.40809, -1.07246], [-4.65191, -0.10997, -0.17518], [-4.04722, 2.88262, -2.00808], [-5.65384, 3.03087, -1.71764], [-5.91588, 4.65723, -1.42875], [-6.52840, 2.68423, -2.84896], [-6.88947, 1.25817, -2.86304], [-7.91795, 0.80356, -1.65136], [-8.80129, 1.98722, -0.93894], [-9.82309, 1.68115, 0.30672], [-9.93257, 0.12806, 0.85080], [-9.05575, -1.08130, 0.10968], [-8.02529, -0.76559, -1.14563], [-2.03708, 0.71116, -2.22864], [-2.74616, -0.62707, -3.11958], [-1.59338, -0.89328, 0.68802], [-0.16447, -0.76230, -0.53484], [0.20324, -0.58467, 1.31903], [-3.95124, 2.06370, 1.69582], [-2.26298, 2.32590, 2.51419], [-2.75663, 0.58453, 1.98157], [-3.75885, 2.87497, -3.16030], [-3.53280, 3.86899, -1.57504], [-5.90778, 2.49406, -0.70937], [-5.98925, 5.23096, -2.47224], [-5.10833, 5.12625, -0.72336], [-7.02095, 4.70828, -0.98378], [-7.49831, 1.08291, -3.87485], [-5.95682, 0.53021, -2.94191], [-8.66864, 3.08461, -1.33821], [-10.42808, 2.54013, 0.82559], [-10.62972, -0.14420, 1.76548], [-9.10233, -2.20445, 0.47061], [-7.37240, -1.57976, -1.68905], [-2.47188, -0.35452, -4.55330], [-4.19292, -0.74933, -3.00773], [-2.04878, -1.89684, -2.83176], [0.86572, -4.46315, 0.19312], [1.75488, -3.43039, 0.33920], [2.27356, -3.49230, 1.61330], [1.68071, -4.60511, 2.25629], [0.81782, -5.18803, 1.35542], [0.32953, -4.66015, -0.64194], [1.94073, -2.74076, -0.47326], [3.00128, -2.81043, 2.03378], [1.86402, -4.94507, 3.26738], [0.17456, -6.05351, 1.44219], [2.62532, 0.57698, 3.38606], [2.61015, 0.84578, 4.72996], [3.51748, 0.00974, 5.34150], [4.10479, -0.78725, 4.33001], [3.53763, -0.41394, 3.13214], [2.05352, 1.03826, 2.69043], [1.95564, 1.60580, 5.13517], [3.73392, -0.02181, 6.40145], [4.86061, -1.55081, 4.46120], [3.70375, -0.76857, 2.12368], [-1.90726, -5.18760, -6.44947], [-2.19443, -4.21653, -7.37309], [-1.56283, -3.05707, -6.98204], [-0.86536, -3.34045, -5.78352], [-1.09304, -4.66388, -5.47918], [-2.24283, -6.14161, -6.47961], [-2.82324, -4.43269, -8.22637], [-1.59940, -2.10983, -7.50429], [-0.26145, -2.65329, -5.20508], [-0.74735, -5.27578, -4.65671], [7.12007, 0.81020, 4.58873], [8.39677, 0.35336, 4.78841], [9.26154, 1.40652, 4.59037], [8.47837, 2.53984, 4.26560], [7.15966, 2.14379, 4.27460], [6.28011, 0.25105, 4.66254], [8.58024, -0.67962, 5.05205], [10.33986, 1.36350, 4.67226], [8.83761, 3.53763, 4.04915], [6.24859, 2.69501, 4.08358], [9.30366, 1.80334, 1.21332], [8.75527, 1.25887, 0.08134], [9.75050, 1.15088, -0.86421], [10.94237, 1.64205, -0.27988], [10.63822, 2.03549, 1.00411], [8.80229, 2.00187, 2.06938], [7.70629, 0.99707, 0.04512], [9.63125, 0.75941, -1.86614], [11.91769, 1.70169, -0.74537], [11.25528, 2.46086, 1.78427]]}